Entry 1:
71
Properties=species:S:1:pos:R:3:forces:R:3:mulliken_charge:R:1 method="wB97M-V/def2-TZVPD" spin_multiplicity=1 homo_lumo_gap_ev=7.755 total_charge=-1 homo_energy_ev=-5.154 e_lumo_ev=2.601
C -4.509229 0.493635 -0.358524 0.90 -2.72 -0.52 -0.18
F 2.387111 -0.132534 -0.986367 1.75 -3.07 -3.32 -0.29
H -8.386298 5.332248 -0.803437 0.97 -2.12 0.88 0.31
C 8.238349 2.254262 -0.882108 -0.10 -0.01 -0.12 -0.33
H -4.477707 4.879734 1.444641 0.05 -0.08 0.10 0.27
C -2.385919 3.825130 3.910216 -0.19 -0.03 -0.06 -0.37
F 5.136683 -1.613414 -1.540463 -4.10 -2.58 0.12 -0.26
H 1.300888 -7.603291 4.097103 0.05 0.06 -0.11 0.34
C 8.450213 2.940681 -2.077394 -0.14 -0.10 0.00 -0.41
C 6.459343 1.936152 -3.006105 0.12 0.04 0.12 -0.42
H 5.767884 1.808913 -3.835469 0.08 0.00 0.16 0.37
C -7.997920 4.327631 -0.314227 -0.07 -0.31 0.54 -0.85
H 3.600964 -5.151717 0.445952 -0.11 -0.09 0.13 0.33
H -1.300405 -0.572391 -2.898588 1.04 -0.34 1.65 0.21
C 2.094183 -5.060738 1.983258 0.05 -0.09 0.03 -0.33
H -6.664440 3.722346 -2.143177 0.22 0.11 2.55 0.30
C 3.442281 -7.011590 1.522524 -0.16 0.11 0.12 -0.52
C -0.873891 -0.703903 -1.812529 1.47 -0.49 -0.10 -0.80
H -7.847251 4.520474 0.845414 -0.32 -0.44 -2.47 0.18
C 3.093980 -5.690004 1.242149 -0.05 -0.14 0.11 -0.08
C -6.575505 3.836149 -0.963958 -0.15 -0.31 -0.47 -0.30
H 8.934361 2.374840 -0.055723 -0.10 0.00 -0.11 0.34
H -0.203736 0.232235 -1.548564 -1.19 -1.65 -0.78 0.05
O -6.640997 1.926182 0.799133 3.46 2.31 -6.70 -0.59
H -3.067690 0.627333 -2.143326 -0.98 -1.59 1.40 0.11
H -5.940633 3.178678 2.505274 0.26 -0.02 0.07 0.29
H -2.181981 -2.033043 -0.487198 -0.36 -0.89 0.43 -0.26
H 7.722330 3.320165 -4.069553 -0.01 -0.07 0.11 0.35
C 6.245347 1.252594 -1.809509 0.03 0.08 0.04 0.07
H 9.309401 3.598018 -2.182022 -0.11 -0.08 0.02 0.34
C 7.133647 1.414096 -0.745857 0.05 0.11 -0.22 -0.53
C -3.205601 2.863481 4.501471 -0.06 0.12 -0.16 -0.41
H 4.217995 -7.503743 0.941865 -0.10 0.07 0.08 0.35
H 0.513708 -2.208943 -0.686344 -0.62 0.23 -2.17 0.08
H -0.432353 -2.949444 -2.224537 1.38 1.83 1.12 0.24
H -2.848647 2.297695 5.358042 -0.03 0.06 -0.13 0.35
C 1.449263 -5.748417 3.010848 0.14 -0.11 -0.07 -0.46
H -5.362107 -0.300349 -0.108861 1.50 2.07 -0.52 0.19
C 2.794686 -7.700460 2.547690 -0.03 0.14 -0.03 -0.32
H -3.994745 -1.020110 -2.112943 0.63 1.48 1.27 0.09
C 3.779557 -2.265796 -1.609881 2.61 0.18 0.43 0.66
C -4.121152 4.315128 2.302079 0.08 -0.15 0.25 -0.09
H 0.672496 -5.256548 3.590452 0.11 -0.06 -0.11 0.36
C -6.073393 2.373989 -0.325501 -1.31 -1.56 2.99 0.50
C -3.452826 -0.243824 -1.425197 -1.13 1.87 -0.08 -0.44
O -5.026384 1.676968 -1.091980 -3.58 1.77 3.71 -0.27
F 3.466499 -0.286305 -3.164636 -1.46 -2.04 3.27 -0.31
C -4.482797 2.628496 3.993219 0.15 0.18 -0.04 -0.45
H 0.981469 -0.764698 -3.518967 1.06 -1.84 1.50 0.32
H 1.566125 -2.597980 -3.482281 0.35 2.03 1.19 0.33
B -2.116073 -0.865452 -0.697096 0.60 0.40 -1.69 0.32
H -5.792548 4.687865 -0.775844 -1.21 -1.91 -0.26 0.20
C -4.942907 3.357290 2.896876 0.02 0.14 0.14 -0.14
H -8.837435 3.499166 -0.421289 1.85 1.74 0.16 0.25
C 1.801335 -7.068108 3.294905 0.09 0.12 -0.16 -0.37
H -1.755414 -0.246635 0.254324 -0.12 0.35 0.84 -0.26
C 1.375841 -1.643159 -2.829059 -0.22 -0.04 0.37 -0.78
C 7.558977 2.783536 -3.139106 -0.01 -0.12 0.19 -0.37
H 6.965158 0.884599 0.187931 0.01 0.06 -0.14 0.37
C -2.842518 4.547426 2.808058 -0.09 -0.09 0.07 -0.54
H 3.065112 -8.730899 2.764978 -0.04 0.15 -0.03 0.34
C 2.740665 -1.079666 -2.103425 -1.62 1.03 -1.34 0.67
H -1.391815 4.010257 4.307546 -0.11 -0.04 -0.07 0.35
H 5.387083 0.594099 -1.705208 0.22 0.24 -0.06 0.20
F 3.937068 -3.356438 -2.643065 -0.78 3.58 3.95 -0.26
H 1.817930 -4.033180 1.760338 0.03 -0.16 0.02 0.34
H -5.120472 1.877276 4.452484 0.09 0.11 -0.10 0.37
H -2.201648 5.292762 2.343395 -0.08 -0.12 0.06 0.36
H -3.987710 0.772347 0.662573 -1.01 -0.18 -2.29 0.15
C 0.156776 -2.019048 -1.785496 -0.69 1.37 -0.84 -0.07
F 3.477440 -2.802049 -0.259924 1.04 1.53 -4.94 -0.20

Entry 2:
42
Properties=species:S:1:pos:R:3:forces:R:3:lowdin_spin:R:1 method="wB97M-V/def2-TZVPD" spin_multiplicity=8 s2=15.857 homo_lumo_gap_ev="5.050 / 1.936" total_charge=+2 homo_energy_ev="-12.107 / -13.334" e_lumo_ev="-7.056 / -11.398"
C 0.002792 -2.364633 1.212720 -0.03 -0.15 -3.86 0.18
H -3.352677 -1.208537 -0.145981 -0.17 0.12 -0.04 0.00
N 1.112377 -2.477807 1.973157 0.14 -0.23 1.30 0.41
H 3.343391 -1.221975 -0.145907 0.15 0.13 -0.05 0.00
H -3.060599 -0.167029 1.272987 -0.13 0.14 -0.05 0.00
H 3.491471 -0.086812 -2.757215 0.22 0.25 0.00 0.00
H 4.527518 0.045492 0.341607 -0.20 -0.36 0.18 0.00
H -3.509452 -0.076038 -2.781244 -0.22 0.25 -0.01 0.00
C 3.737395 0.872049 -2.279914 -0.22 -0.06 -0.04 0.00
C 0.809402 -2.671515 3.386295 -0.02 0.18 -0.47 0.05
H -1.095124 -1.812497 4.056188 -0.12 -0.05 -0.02 0.03
H -2.022739 -2.434124 1.660202 0.09 0.09 0.04 0.01
C -3.493111 -0.203346 0.267631 0.06 -0.11 0.04 0.00
H -3.507998 1.695936 -2.998800 -0.20 -0.22 0.08 0.00
H -4.487540 2.459738 0.107738 0.35 0.09 -0.08 0.00
P 2.697688 1.053299 -0.789496 1.42 0.32 -0.06 0.02
C 3.380002 2.558751 -0.010849 -0.35 0.12 0.06 0.00
H 2.038796 -2.571567 1.559749 -0.13 0.09 0.08 0.01
H -4.561049 0.050738 0.305892 0.22 -0.34 0.17 0.00
H 1.183200 -3.644725 3.715524 0.19 -0.01 0.06 0.03
S -0.042138 -2.319286 -0.530165 0.07 -1.30 2.51 -0.06
H -4.818981 0.913707 -2.030063 0.30 0.00 -0.21 0.00
H -1.132223 -3.571642 3.767675 -0.21 0.01 0.05 0.03
H -3.193595 3.434866 -0.684012 -0.13 -0.16 0.21 0.00
H 3.181518 3.423380 -0.657514 0.12 -0.17 0.20 0.00
H 4.800691 0.899511 -2.001807 -0.29 0.01 -0.21 0.00
H 1.269523 -1.887884 3.997332 0.11 -0.05 -0.04 0.03
I -0.002049 1.888016 -6.837165 0.00 -0.70 0.13 0.00
C -3.754630 0.882940 -2.304023 0.22 -0.07 -0.05 0.00
H -2.903067 2.729262 0.927071 -0.20 0.03 -0.22 0.00
C -0.714253 -2.621521 3.423543 0.02 0.24 -0.51 0.06
N -1.073492 -2.399482 2.026327 -0.07 -0.27 1.41 0.43
Gd -0.013601 0.300582 -0.840700 0.06 1.22 -1.18 5.76
C 3.463775 -0.220805 0.283313 -0.03 -0.08 0.04 0.00
P -2.720813 1.062794 -0.809419 -1.49 0.42 0.00 0.02
H 4.462873 2.442695 0.146548 -0.35 0.08 -0.09 0.00
I -0.001876 -0.805373 -6.489046 0.00 0.71 -0.03 0.00
H 3.496005 1.685222 -2.976212 0.20 -0.22 0.08 0.00
C -3.402617 2.571892 -0.038505 0.33 0.13 0.05 0.00
H 3.013492 -0.203797 1.280800 0.13 0.13 -0.03 0.00
Cl -0.020338 1.280955 1.445741 -0.03 -0.23 0.77 0.00
H 2.872057 2.718571 0.949984 0.20 0.03 -0.22 0.00

Entry 3:
40
Properties=species:S:1:pos:R:3:forces:R:3:nbo_charge:R:1 method="wB97M-V/def2-TZVPD" spin_multiplicity=1 homo_lumo_gap_ev=7.494 homo_energy_ev=-7.402 e_lumo_ev=0.092
C 0.507756 -3.287556 -1.659067 -0.02 0.01 -0.02 -0.75
C -0.377290 -2.205046 -1.172089 0.07 -0.08 0.04 0.36
H 0.637626 -3.104828 3.765499 0.00 0.00 0.00 0.23
H -0.693712 3.091110 4.033645 0.00 0.00 0.01 0.24
H -0.907502 5.424851 -1.177567 0.00 0.00 0.00 0.24
H -1.402452 0.225693 -1.746679 0.00 0.00 0.02 0.22
N -0.134267 -0.607891 2.548193 0.04 -0.07 0.04 -0.39
C -0.196844 -1.136846 3.769914 -0.01 0.02 0.00 0.18
H 0.511814 -4.108226 -0.942281 0.01 0.01 0.00 0.25
H 0.243228 -3.629329 -2.658911 0.00 0.00 0.00 0.22
C 0.746594 2.026715 -2.028369 -0.03 0.02 -0.05 -0.33
Au -0.238066 -1.427069 0.644977 -0.07 0.08 0.04 0.51
C -0.310690 -2.608846 3.977279 0.00 0.00 0.00 -0.65
C -2.031860 -0.659259 -1.804622 -0.01 0.03 -0.01 -0.27
Cl 0.020291 5.529900 -3.879757 0.00 0.00 0.00 -0.02
C -0.378061 3.487809 -0.478073 0.01 -0.04 0.03 -0.14
H -2.723657 -0.597257 -2.638201 0.00 0.00 0.00 0.20
C 0.222073 2.200052 -0.706756 0.02 0.13 0.00 0.49
C 0.118103 2.482619 4.431082 -0.01 0.00 0.01 -0.64
H -2.555235 -0.815393 -0.864432 -0.01 0.00 0.00 0.21
N -0.020555 0.725621 2.694925 0.00 -0.01 0.04 -0.33
H -0.148613 -0.205850 5.784765 0.00 0.00 0.00 0.23
H 1.513518 -2.857247 -1.667649 0.00 0.00 0.00 0.29
H 1.853617 0.894415 -3.476985 -0.03 -0.01 -0.01 0.10
H -0.586190 -2.825941 5.007379 0.00 0.00 0.00 0.23
H 0.089702 2.532661 5.517279 0.01 0.00 0.00 0.23
C -0.443517 4.477909 -1.417560 0.02 0.00 -0.05 -0.20
O 0.282483 1.323449 0.201835 -0.03 -0.05 -0.04 -0.80
H 0.071590 1.281572 1.813860 -0.05 0.01 -0.04 0.47
C 0.101484 4.260938 -2.688647 -0.02 0.01 0.04 -0.11
H 1.057142 2.917722 4.088504 0.00 0.00 -0.01 0.24
H -1.064960 -3.034731 3.315799 0.00 0.00 0.00 0.23
C 1.373043 0.792761 -2.481196 0.07 0.02 0.05 0.43
Cl -1.043074 3.779098 1.105234 0.00 -0.01 -0.01 -0.03
H 1.115895 2.894348 -3.960377 0.00 0.00 0.00 0.22
C 0.689467 3.061756 -2.978022 0.01 -0.04 -0.01 -0.16
O -1.187368 -1.803075 -2.082274 0.02 0.02 -0.02 -0.46
O 1.416640 -0.283969 -1.915200 -0.03 -0.01 -0.05 -0.60
C -0.008296 1.066634 3.984382 0.02 -0.02 0.00 0.20
C -0.123359 -0.108974 4.712965 0.01 0.00 0.01 -0.35

Entry 4:
76
Properties=species:S:1:pos:R:3:forces:R:3:lowdin_spin:R:1 method="wB97M-V/def2-TZVPD" spin_multiplicity=4 s2=3.911 homo_lumo_gap_ev="6.534 / 6.474" homo_energy_ev="-8.450 / -8.451" e_lumo_ev="-1.916 / -1.977"
H 1.498286 -2.954745 -0.786366 0.55 -0.33 0.59 -0.01
C -1.928714 3.428242 -6.729874 -0.22 -1.25 -0.04 0.00
C -1.008694 -0.708636 -8.671703 0.02 -0.41 0.56 0.00
N -2.144003 1.229988 -7.320158 0.60 0.70 1.19 0.00
H 2.513526 1.376380 -1.391117 0.38 0.06 -1.11 0.00
H 2.219927 -0.471431 -3.064640 -0.10 -0.03 0.79 0.00
C 2.249827 -3.539087 -7.983144 0.23 -0.13 -1.04 0.00
C -0.820572 -0.198622 1.028085 2.31 2.24 0.90 0.00
H 3.069549 -3.668946 -11.211478 -0.06 -0.01 0.37 0.00
C 0.945329 2.645013 -2.261015 -0.84 1.10 0.81 0.00
H -0.460478 4.060543 -1.466043 0.15 -0.35 0.33 0.00
H 1.671269 3.430221 -2.043132 -0.06 0.25 -0.28 0.00
C 2.768471 -3.441366 -10.192234 -0.45 0.89 0.94 0.00
C 3.224539 0.619751 -8.791213 0.46 0.60 0.43 0.00
H -1.824137 0.573282 -4.035850 0.05 -0.16 -0.03 0.00
C -4.085763 -2.207241 -7.666041 -0.66 0.94 -0.66 0.00
N 2.731987 0.136108 -7.575019 1.10 0.46 1.37 0.00
C -1.906052 2.117319 -6.260936 -0.18 1.10 -1.20 0.00
H -0.522506 0.301499 3.181556 -0.89 -0.23 -0.77 0.00
H -0.694996 1.877645 -3.774906 0.04 -1.02 0.12 0.00
H -0.295747 -1.216171 -3.258866 0.07 0.25 0.47 0.02
H 0.423441 0.977522 -8.543749 -0.08 -0.78 -0.01 0.00
C -4.352063 -0.279874 -8.821062 -0.61 -0.96 0.24 0.00
H 2.631318 -1.625809 -1.122660 -0.73 -0.13 -0.60 -0.01
C -1.398374 0.274446 2.486998 0.51 -0.54 -0.56 0.00
C 1.613374 -1.841326 -0.745414 -0.19 -1.05 -0.35 -0.21
H 1.708392 -1.500607 0.303239 -1.04 -0.17 -0.50 -0.01
H -1.737302 1.754740 -5.272171 -0.11 0.02 -0.16 0.00
C 1.757791 1.402868 -2.191700 -1.49 -1.56 0.39 0.00
H -2.080736 2.372572 -0.348533 -0.27 -0.08 -0.16 0.00
H -1.577571 -0.185664 -9.475753 0.21 -0.83 0.70 0.00
O -1.221161 -1.167456 0.328809 -0.54 -0.43 -0.38 0.00
C 0.088489 -0.179448 -3.457349 0.19 2.65 -0.75 0.00
H -6.265174 -0.828029 -9.770611 0.18 -0.11 0.05 0.00
H -1.760028 4.322282 -6.144968 -0.10 -0.17 -0.03 0.00
H 5.039568 1.744125 -9.337857 -0.36 -0.22 0.52 0.00
C 0.416162 -0.133371 -8.638152 -0.93 -0.47 0.31 0.00
C -5.264051 -2.321864 -8.390546 0.61 0.38 0.14 0.00
H -5.936625 -3.171277 -8.398731 0.23 0.10 0.02 0.00
Cl -1.994201 1.991966 2.503003 0.13 -0.72 -0.29 0.00
C 2.697427 -4.310761 -9.056584 -0.30 0.92 0.33 0.00
N 2.039061 -2.227269 -8.409101 -0.65 -0.73 1.50 0.00
C -5.441370 -1.102476 -9.124902 1.40 0.29 0.83 0.00
H 2.057531 -3.818268 -6.956008 0.05 0.04 -0.12 0.00
P 1.393544 -0.899663 -7.200865 1.90 -0.27 -5.10 0.00
C -1.503179 2.225485 -1.254239 0.23 -1.73 -0.36 0.00
H 2.673965 0.501487 -9.720866 0.34 0.18 0.53 0.00
V -0.382943 -2.348635 -1.736246 1.55 2.51 3.10 3.22
C -2.292013 2.012046 -8.473505 0.07 0.44 0.09 0.00
H 3.479127 0.146252 -5.550836 0.05 0.07 -0.04 0.00
H 0.182552 2.925449 -0.230420 -0.32 0.10 -0.41 0.00
C -2.216830 3.358020 -8.128779 0.10 -0.99 -0.10 0.00
H -4.112160 0.689689 -9.223144 -0.20 -0.12 0.32 0.00
C -1.794225 1.215804 -2.094314 0.31 -0.01 1.24 0.00
C -1.041109 0.917901 -3.355570 -0.47 -0.68 -0.43 0.00
N -3.536337 -0.930671 -7.887767 -0.05 -1.30 0.65 0.00
H -2.382090 4.190640 -8.816474 0.23 -0.41 0.30 0.00
C 2.360543 -2.180477 -9.756666 0.09 -0.74 -0.26 0.00
C 1.448660 0.272630 -2.862868 -0.18 -0.89 -0.30 0.00
H 0.865723 -0.460104 -9.609071 -0.25 0.69 1.15 0.00
C -0.236631 2.994180 -1.253757 1.24 0.64 -0.46 0.00
H -3.556501 -2.922933 -7.053090 -0.19 0.08 0.11 0.00
H 0.152961 -0.382013 -4.537368 0.42 0.30 -0.01 0.00
C 4.425651 1.274278 -8.561048 -0.78 -0.57 0.25 0.00
C 4.701447 1.177851 -7.150190 -0.92 -0.74 0.00 0.00
C 3.663644 0.446876 -6.571326 0.71 0.95 -1.36 0.00
P -1.978678 -0.521241 -7.033106 -1.65 1.97 -4.26 0.00
H 0.589454 2.781623 -3.282601 0.44 0.36 0.25 0.00
H -2.420043 1.564615 -9.464567 0.05 0.41 0.69 0.00
H 2.942357 -5.362971 -9.053333 -0.05 0.11 0.16 0.00
H 5.567578 1.584906 -6.647162 -0.16 -0.10 0.03 0.00
O 0.170130 0.554827 0.861902 -1.12 -1.17 -0.67 0.00
H -2.582744 0.487154 -1.845299 0.08 0.66 -0.09 0.00
H 2.282010 -1.275614 -10.346526 0.14 -0.45 0.16 0.00
H -0.986845 -1.810844 -8.850478 0.02 0.73 -0.20 0.00
Cl -2.624766 -0.806615 3.133177 -0.26 -0.15 0.20 0.00